1.
# C18H38O17

A 9-piece molecular cluster, C18H38O17 overall (ωB97M-V/def2-TZVPD, OMol25).

Positions of all 73 atoms, in Å:
O 2.506 2.085 2.549
H 4.727 0.089 2.292
H 2.066 -1.151 2.491
H -2.397 -1.122 -0.923
C 2.812 -3.951 2.184
H -0.897 0.976 -5.706
H 5.450 1.669 2.595
H -1.179 0.930 4.644
H -3.100 -0.254 3.662
H 0.736 2.621 -7.097
C -1.745 -0.348 -0.518
C 2.734 1.795 3.832
H -0.599 0.769 2.988
H 4.042 -2.127 2.422
H -2.308 0.256 0.194
O 1.702 1.039 -6.292
H 3.775 -2.834 3.906
C 0.497 -0.282 -0.036
O 2.006 2.001 4.789
H -0.598 6.527 -2.188
C -2.868 4.718 -1.743
O -2.944 -3.605 1.670
H 3.272 1.100 0.943
H 1.594 2.861 -5.495
O 2.037 -1.908 3.081
H 0.205 -1.547 -4.688
O 1.539 -0.406 0.600
H -2.127 -1.164 2.572
H 3.621 -4.665 2.024
O 3.946 1.263 3.903
C -0.857 5.649 -1.596
O -2.270 -1.771 4.627
O -3.688 -3.515 -0.455
H -0.051 1.360 -4.305
C -2.824 -3.732 0.368
O 0.327 0.508 -1.049
C -0.741 4.415 -2.484
C -0.296 1.780 -5.281
O -4.060 4.477 -1.530
H 2.491 -3.617 1.198
H -1.203 -3.186 2.823
O -2.036 3.964 -2.457
H -0.360 4.642 -3.480
O -1.696 -4.380 0.074
C -1.062 -4.755 1.237
C -2.146 -0.776 3.590
H -1.156 -5.836 1.339
C 3.255 -2.652 2.965
H -0.048 -0.306 4.240
H -0.004 -4.528 1.106
H -5.303 -0.810 -0.890
O -2.159 5.679 -1.124
C 0.975 2.213 -6.115
C -1.785 -3.981 2.357
H -1.183 1.490 -1.624
O -0.630 -0.955 0.114
C 4.521 1.101 2.639
H 1.566 0.633 -7.151
O -4.802 -0.804 -1.705
C -0.931 0.211 3.864
H -0.183 5.490 -0.755
H -0.985 2.599 -5.077
O 1.140 -1.450 -4.870
H 2.020 -4.560 2.621
C -0.927 0.431 -1.594
H -2.016 -4.691 3.151
H -0.875 -0.048 -2.572
H -4.615 -1.726 -1.879
H 1.198 -0.667 -5.416
H -2.631 -1.293 5.377
H -0.182 3.639 -1.960
C 3.606 1.778 1.728
H 4.101 2.646 1.292

Summary:
2S+1 ... 2
Highest occupied orbital energy (spin up / spin down) ... -12.55 / -12.55 eV
Lowest unoccupied orbital energy (spin up / spin down) ... -2.7 / -9.7 eV
Kohn-Sham gap (spin up / spin down) ... 9.9 / 2.9 eV
M ... 526.5 g mol⁻¹
Total charge ... +1

2.
# C4H10N2O

One molecule with the formula C4H10N2O (ωB97M-V/def2-TZVPD, OMol25).

Positions of all 17 atoms, in Å:
C -1.025 0.816 -0.223
C 2.005 -0.898 0.378
N -2.416 0.701 0.209
N -0.242 0.137 1.021
H 0.329 -1.754 -0.659
H -0.681 1.855 -0.087
H 2.977 -0.426 0.268
O -0.756 0.320 -1.376
H 1.912 -2.132 -1.388
H -2.967 0.347 -0.555
H 1.434 1.275 0.462
C 1.328 -1.372 -0.864
H 1.992 -1.625 1.186
H 1.113 -0.547 -1.550
H 1.478 0.496 2.073
H -2.445 0.080 1.007
C 1.042 0.430 1.066

Summary:
2S+1 ... 1
Highest occupied orbital energy ... -8.79 eV
Lowest unoccupied orbital energy ... -2.8 eV
Kohn-Sham gap ... 6.0 eV
M ... 102.1 g mol⁻¹
Total charge ... 0

3.
# C5H6O

C5H6O as an isolated structure (ωB97M-V/def2-TZVPD, OMol25).

Positions of all 12 atoms, in Å:
C 1.447 0.053 -0.767
H 0.901 -0.506 1.331
C 0.617 0.200 0.528
C -0.521 -0.089 -0.500
H 2.050 -0.859 -0.746
H -2.726 -0.386 -0.664
H 2.072 0.918 -0.988
H 0.639 1.209 0.969
O -1.938 -0.152 1.217
H -0.959 -0.031 1.410
C 0.233 -0.131 -1.701
C -1.815 -0.227 -0.089

Summary:
2S+1 ... 1
Highest occupied orbital energy ... -8.25 eV
Lowest unoccupied orbital energy ... -0.4 eV
Kohn-Sham gap ... 7.8 eV
M ... 82.1 g mol⁻¹
Total charge ... 0

4.
# C18H17N3O4S

One molecule with the formula C18H17N3O4S (ωB97M-V/def2-TZVPD, OMol25).

Positions of all 43 atoms, in Å:
C -0.081 2.024 -0.261
C 3.193 0.492 -1.633
H -0.809 5.141 1.903
C 4.096 0.777 -0.622
N 3.397 -1.998 1.730
O 4.248 -1.761 2.559
H -1.418 -2.543 0.517
C 3.337 -1.143 0.570
O 2.590 -2.900 1.806
H 4.737 1.641 -0.701
C -1.282 2.118 0.463
C -0.663 -0.025 -1.073
C -2.452 -2.197 0.615
H 1.769 2.974 -0.744
H -3.770 -0.779 -0.362
H -4.637 -2.697 1.917
C -1.538 3.248 1.244
C 1.386 -0.907 -2.655
C 0.580 4.169 0.587
C 2.435 -1.441 -0.442
S -0.253 -1.427 -2.047
H -5.155 -2.588 0.215
H -2.577 -1.706 1.592
C -4.580 -3.180 0.935
H -5.007 -4.179 0.996
H -2.469 3.293 1.788
H 1.802 -2.311 -0.344
C 0.850 3.065 -0.187
H 1.300 4.972 0.644
N 0.194 0.931 -1.034
C 4.173 -0.037 0.492
C 2.352 -0.614 -1.551
H 4.859 0.167 1.300
H -2.674 -1.652 -1.474
H 1.721 -1.752 -3.259
H 1.241 -0.034 -3.290
H 3.131 1.139 -2.495
O -3.241 -3.350 0.531
C -2.246 1.029 0.400
N -1.858 -0.043 -0.422
C -0.613 4.266 1.302
O -3.309 0.993 0.983
C -2.759 -1.173 -0.496

Summary:
2S+1 ... 1
Highest occupied orbital energy ... -8.60 eV
Lowest unoccupied orbital energy ... -0.5 eV
Kohn-Sham gap ... 8.1 eV
M ... 371.4 g mol⁻¹
Total charge ... 0
SMILES string ... COCCn1c(SCc2cccc([N+](=O)[O-])c2)nc2ccccc2c1=O